No. 1
Formula: C18H24N4O6
Source: the OMol25 dataset
Level of theory: wB97M-V/def2-TZVPD

ORCA input file:
```
! wB97M-V def2-TZVPD RIJCOSX def2/J DEFGRID3
* xyz 0 1
O 47.0760 2.8390 56.2640
N 45.8150 2.6030 56.3880
O 45.0550 1.8160 55.9030
C 45.2210 3.5320 57.3930
C 43.8630 3.4150 57.9860
C 43.4210 4.5170 58.9970
C 44.1590 5.7490 59.1270
C 45.5000 5.9990 58.6380
C 46.1110 4.8230 57.8080
H 43.3600 2.5720 57.7560
H 42.5790 4.4580 59.6020
H 43.7550 6.4980 59.8440
H 46.1450 6.9450 58.6210
H 47.0780 4.8600 57.4830
O 45.1490 1.4790 51.3150
N 45.5900 2.5370 50.6700
O 44.9790 2.9300 49.6280
C 46.8680 3.1830 51.0390
C 47.5600 2.6350 52.2990
C 48.7520 3.2600 52.8840
C 49.4670 4.2720 51.8770
C 49.0090 4.6800 50.5930
C 47.7250 4.0270 50.1460
H 46.8890 1.6790 52.8090
H 49.0210 2.9960 54.0310
H 50.2120 4.5780 52.2600
H 49.4640 5.2770 50.0310
H 47.1060 4.3940 49.4290
C 50.6250 0.1630 53.2640
N 51.9520 0.2780 52.8880
C 52.2740 1.3990 51.8770
C 52.9080 -0.6070 53.1930
O 54.1220 -0.5760 52.8070
H 50.7160 0.3820 54.2770
H 50.1330 -0.8390 53.2000
H 49.7200 0.7110 52.8750
H 51.5010 1.3030 51.1530
H 53.2280 1.2450 51.3680
H 52.3490 2.4190 52.2440
H 52.4770 -1.3190 53.7090
C 47.3530 5.7120 44.0190
N 48.2750 5.4500 45.2110
C 49.7400 5.8750 44.9710
C 47.9170 4.7770 46.2870
O 48.6870 4.3280 47.1510
H 47.6540 6.5880 43.2920
H 46.2980 5.9060 44.3890
H 47.1140 4.8070 43.3710
H 49.8350 6.9140 44.5610
H 50.2860 5.0710 44.3180
H 50.2810 6.0530 46.0370
H 46.9160 4.7980 46.2980
*
```

Values from the calculation:
SMILES: O=[N+]([O-])c1ccccc1.O=[N+]([O-])c1ccccc1.CN(C)C=O.CN(C)C=O
Electronic energy in eV: -37283.40627
LUMO energy in hartree: -0.039
Relative energy (zero: lowest compared OMol25 entry of this formula, charge and spin) in eV: 17.031
F_max in eV/Å: 13.4
Gap between HOMO and LUMO in eV: 8.0037

---

No. 2
Formula: C18H24N7O8
Source: the OMol25 dataset
Level of theory: wB97M-V/def2-TZVPD

ORCA input file:
```
! wB97M-V def2-TZVPD RIJCOSX def2/J DEFGRID3
* xyz -1 1
O -1.6538 -1.4465 -6.9287
O 2.9195 -2.1363 -4.8635
O -0.5791 0.1554 7.9939
O -3.2672 -2.7877 -3.6952
O 2.0248 -0.6521 -3.4853
N 2.6571 0.6669 2.0709
N -0.1129 0.6484 -0.4571
N -0.8787 0.7739 1.7808
O -0.5238 4.4173 7.2277
O -0.0551 -1.4139 5.5371
O 0.1407 2.2139 5.2686
C -0.6830 -0.9606 -6.3610
C 2.1777 -1.8244 -3.9094
C -0.2133 0.6678 6.9401
C -2.4424 -1.8818 -3.7904
C 2.2745 0.7683 3.3266
C -1.0788 0.7116 0.4581
C 1.1275 0.6320 -0.0163
C 0.3897 0.7644 2.1753
C 1.4617 0.6769 1.3311
N 2.0932 0.5777 -0.9632
N -2.8357 -0.6358 -3.4850
N 0.8942 0.8389 3.4466
N -0.3611 -1.2104 -5.0984
C 0.2389 -0.0176 -7.0937
C -2.0303 0.5859 -3.4195
C 0.0097 3.1280 7.5551
C 1.3204 -2.9277 -3.2720
C -0.5100 2.1050 6.5475
C 0.4303 -0.0725 5.7721
C 0.0708 0.9175 4.6562
C -0.1310 -2.4910 -2.9895
C -1.0010 -2.2164 -4.2379
H -0.1163 5.1158 7.7674
H -1.0216 -1.4396 5.4137
H 2.9631 0.7928 4.1653
H -2.1048 0.7132 0.1010
H 2.9877 0.2625 -0.6173
H 1.8054 0.2110 -1.8848
H -3.8102 -0.5637 -3.2442
H 0.4700 -0.7536 -4.7285
H -0.0310 0.0015 -8.1472
H 1.2634 -0.3745 -6.9786
H 0.1524 0.9752 -6.6587
H -2.5293 1.3324 -2.8015
H -1.8906 0.9884 -4.4240
H -1.0497 0.3781 -2.9851
H -0.3037 2.8497 8.5676
H 1.1046 3.1465 7.5297
H 1.3002 -3.8104 -3.9160
H 1.7804 -3.2221 -2.3256
H -1.5915 2.2315 6.4380
H 1.5121 -0.0990 5.9259
H -0.9681 0.7373 4.3541
H -0.6068 -3.2917 -2.4212
H -0.1204 -1.6111 -2.3469
H -1.0688 -3.1456 -4.8047
*
```

Values from the calculation:
Electronic energy in eV: -45869.64988
LUMO energy in hartree: 0.060
Relative energy (zero: lowest compared OMol25 entry of this formula, charge and spin) in eV: 0.000
F_max in eV/Å: 3.0
Gap between HOMO and LUMO in eV: 6.8996

---

No. 3
Formula: C18H24O18
Source: the OMol25 dataset
Level of theory: wB97M-V/def2-TZVPD

ORCA input file:
```
! wB97M-V def2-TZVPD RIJCOSX def2/J DEFGRID3
* xyz 0 1
O 9.1102 8.0090 11.2745
C 8.7066 7.3049 10.4099
O 7.4872 6.7749 10.4192
C 7.1896 6.1368 9.1204
C 8.4458 6.4578 8.2985
O 9.3867 6.9993 9.3112
H 7.0675 5.0410 9.3498
H 6.2571 6.5717 8.8009
H 8.2929 7.2438 7.5327
H 8.8484 5.6194 7.8129
O 10.7654 9.0206 18.2820
C 11.5186 9.5790 17.5334
O 11.1741 10.3646 16.4997
C 12.3892 11.0676 15.9727
C 13.5156 10.5739 16.9113
O 12.8747 9.5702 17.7160
H 12.4951 10.6131 14.9837
H 12.2095 12.1068 16.0520
H 13.9260 11.4074 17.5309
H 14.3902 10.0377 16.5464
O 13.6734 6.4474 15.1789
C 12.5175 6.7096 14.8342
O 11.9725 7.9655 14.9134
C 10.8279 7.9232 13.9835
C 10.2875 6.5112 14.1842
O 11.5561 5.8139 14.3897
H 10.1177 8.6912 14.2290
H 11.1472 8.0159 12.9706
H 9.8415 6.1538 13.2066
H 9.6675 6.4219 15.0474
O 7.6298 9.0342 9.0224
C 7.2672 9.7550 9.9099
O 6.4425 9.4067 10.8937
C 6.0709 10.6302 11.6306
C 7.0881 11.6804 11.2244
O 7.5375 11.0570 10.0099
H 5.0430 11.0102 11.3193
H 6.1010 10.4482 12.7095
H 7.9686 11.8112 11.8622
H 6.6092 12.6191 11.0251
O 14.0207 12.7220 13.0344
C 14.9897 12.0476 13.2388
O 14.9602 10.7282 13.4711
C 16.2908 10.3369 13.8531
C 17.1823 11.3075 13.2109
O 16.3174 12.4980 13.2591
H 16.3752 10.2454 14.9414
H 16.5268 9.3755 13.5474
H 17.2927 10.9679 12.1696
H 18.0352 11.6017 13.8192
O 9.9848 11.1337 12.7413
C 10.8377 10.9481 11.9334
O 12.0616 10.3527 12.0936
C 12.6348 10.1103 10.8688
C 12.0557 11.2633 10.0287
O 10.8128 11.4234 10.6880
H 13.6879 10.1140 10.9541
H 12.2798 9.1807 10.3758
H 11.7810 11.0297 8.9949
H 12.5477 12.2601 10.1741
*
```

Values from the calculation:
SMILES: O=C1OCCO1.O=C1OCCO1.O=C1OCCO1.O=C1OCCO1.O=C1OCCO1.O=C1OCCO1
Electronic energy in eV: -55909.33649
LUMO energy in hartree: 0.014
Relative energy (zero: lowest compared OMol25 entry of this formula, charge and spin) in eV: 1.140
F_max in eV/Å: 3.7
Gap between HOMO and LUMO in eV: 10.6933

---

No. 4
Formula: C18H25BF4N5O
Source: the OMol25 dataset
Level of theory: wB97M-V/def2-TZVPD

ORCA input file:
```
! wB97M-V def2-TZVPD RIJCOSX def2/J DEFGRID3
* xyz 1 1
N -0.8897 3.6780 4.1815
B -1.1315 3.2487 2.8511
O -0.2214 3.3222 1.8505
C -2.5705 2.5689 2.4990
C -3.5481 3.6899 2.1105
F -3.6742 3.7526 0.8084
F -3.0677 4.8676 2.5103
C -4.9514 3.5931 2.6837
F -4.9110 3.6846 4.0018
F -5.5265 2.4648 2.3188
C -2.3922 1.4446 1.4598
C -3.4370 0.4113 1.9254
C -3.4920 0.6448 3.3782
N -3.0023 1.7888 3.6566
H 0.0043 4.1277 4.3269
H -1.6405 4.2084 4.6039
H 0.6694 3.3091 2.2342
H -5.5481 4.4134 2.3073
H -1.4145 1.0417 1.6734
H -2.5345 1.7214 0.4365
H -3.0394 -0.5953 1.7877
H -4.3735 0.4096 1.3946
H -3.8554 0.0145 4.1663
H -2.9645 2.0615 4.6345
N -1.3558 -3.3560 0.3658
C -0.8491 -2.8957 1.5520
C 0.2694 -2.1539 1.2719
C 0.4406 -2.1645 -0.1391
C -0.5769 -2.9125 -0.6679
H -2.1720 -3.9323 0.2682
H -1.3234 -3.1374 2.4888
H 0.8964 -1.6610 1.9969
H 1.2219 -1.6808 -0.7013
H -0.8100 -3.1676 -1.6876
N 2.9368 -3.7000 -3.3651
C 1.9405 -4.5888 -3.0723
C 0.9269 -4.3954 -3.9726
C 1.3300 -3.3496 -4.8474
C 2.5733 -2.9421 -4.4475
H 3.8016 -3.6164 -2.8615
H 2.0379 -5.2777 -2.2508
H -0.0009 -4.9424 -4.0029
H 0.7706 -2.9440 -5.6736
H 3.2269 -2.1822 -4.8393
N 5.5110 -0.3693 -3.5810
C 6.2660 0.7565 -3.3952
C 5.5864 1.5818 -2.5412
C 4.3738 0.9266 -2.1949
C 4.3566 -0.2752 -2.8502
H 5.7665 -1.1441 -4.1659
H 7.2170 0.8729 -3.8855
H 5.9205 2.5478 -2.2022
H 3.6027 1.2964 -1.5398
H 3.6269 -1.0653 -2.8594
*
```

Values from the calculation:
Electronic energy in eV: -40111.06872
LUMO energy in hartree: -0.152
F_max in eV/Å: 2.0
Gap between HOMO and LUMO in eV: 5.6866

---

No. 5
Formula: C18H25BN2O4
Source: the OMol25 dataset
Level of theory: wB97M-V/def2-TZVPD

ORCA input file:
```
! wB97M-V def2-TZVPD RIJCOSX def2/J DEFGRID3
* xyz 0 1
C 0.9884 4.3541 -0.0732
C -0.0935 3.6444 0.2338
C -0.0923 2.5155 1.2115
O 0.9342 2.0870 1.7372
N -1.3123 1.8907 1.4727
C -2.5364 2.1066 0.6725
C -2.4162 1.6788 -0.7450
O -3.2774 1.9788 -1.5457
N -1.3157 0.9188 -1.0524
C -0.9502 0.5328 -2.3884
C 0.5514 0.3658 -2.4949
C 1.1263 -0.4643 -1.3914
C 2.1836 -0.0392 -0.6597
C 2.7423 -0.8136 0.3403
C 2.2711 -2.1054 0.5657
C 2.8785 -2.9254 1.6537
C 1.2374 -2.5933 -0.2088
C 0.8342 -4.0362 -0.0856
C 0.6273 -1.7383 -1.1238
B -1.9261 -0.7158 -2.7807
O -1.3975 -1.8409 -3.3878
O -3.2593 -0.5563 -2.5485
C -1.3616 0.6966 2.2985
C -0.2310 -0.3101 2.3435
C -0.4937 0.5677 3.5401
H 1.9678 4.1789 0.3348
H 0.9428 5.1088 -0.8143
H -1.0086 3.8525 -0.2647
H -2.8057 3.1597 0.7508
H -3.3671 1.5033 1.0677
H -0.5911 0.7835 -0.3344
H -1.4397 1.1667 -3.1490
H 0.9662 1.3918 -2.4129
H 0.8395 -0.0822 -3.4806
H 2.6598 0.8982 -0.8647
H 3.5869 -0.4630 0.9082
H 3.6549 -2.4003 2.2329
H 2.1294 -3.2455 2.3317
H 3.3246 -3.8520 1.2367
H 0.3730 -4.3877 -1.0106
H 1.6752 -4.7166 0.0462
H 0.1455 -4.1771 0.7131
H -0.1861 -2.0907 -1.7537
H -2.0964 -2.5105 -3.5374
H -3.4547 0.3376 -2.1980
H -2.3596 0.2517 2.3194
H -0.4618 -1.3744 2.4426
H 0.5589 -0.0669 1.6635
H -0.9206 0.1218 4.4192
H 0.1555 1.4137 3.7699
*
```

Values from the calculation:
SMILES: C=CC(=O)N(CC(=O)N[C@@H](Cc1ccc(C)c(C)c1)B(O)O)C1CC1
Electronic energy in eV: -30920.38230
LUMO energy in hartree: 0.015
Relative energy (zero: lowest compared OMol25 entry of this formula, charge and spin) in eV: 1.042
F_max in eV/Å: 3.1
Gap between HOMO and LUMO in eV: 9.1385